[1]
Here is C32H37AgN10OS as an isolated structure from the Open Molecules 2025 dataset. Energies are from ωB97M-V/def2-TZVPD.

For the energy above the lowest of the compared OMol25 structures with the same formula, charge and spin, the calculation gives 4.17 kcal/mol. As for the total energy: -65567.934 eV. Its HOMO energy is -6.646 eV.

XYZ file:
```
82
Properties=species:S:1:pos:R:3:forces:R:3:mulliken_charge:R:1
Ag 0.736 0.097 1.958 0.07 -0.04 0.15 1.155
C -1.620 -4.845 0.299 0.09 -0.01 0.02 -1.324
N -1.520 -3.678 1.158 0.49 0.10 -0.13 0.951
C -0.419 -3.021 1.570 -0.42 0.11 0.06 -0.316
N -0.760 -2.025 2.375 -0.04 -0.49 -0.12 -0.015
C -2.114 -2.128 2.407 0.03 0.15 0.09 -0.566
N -2.613 -3.107 1.691 -0.24 0.00 -0.02 -1.010
C -1.517 -4.599 -1.196 0.04 -0.04 0.09 0.860
C -1.275 -5.706 -2.007 0.01 0.02 0.04 -0.930
C -1.144 -5.565 -3.379 0.00 0.00 0.02 -0.654
C -1.244 -4.311 -3.957 -0.03 0.00 -0.02 -0.985
C -1.493 -3.204 -3.155 -0.01 -0.07 0.07 -0.100
C -1.637 -3.345 -1.772 0.01 0.02 -0.08 0.233
C -1.555 -1.887 -3.782 -0.02 0.07 -0.22 0.728
N -1.287 -1.565 -5.006 0.02 -0.08 0.13 -0.561
N -1.448 -0.192 -5.093 0.05 0.11 0.13 -0.552
C -1.790 0.210 -3.914 -0.05 -0.17 -0.21 0.369
O -1.913 -0.817 -3.045 0.09 0.07 0.25 -0.155
C -2.050 1.564 -3.441 -0.05 0.01 0.05 0.204
C -1.906 2.637 -4.316 -0.01 0.01 0.00 -0.990
C -2.158 3.920 -3.867 -0.01 0.00 0.02 -0.836
C -2.556 4.135 -2.553 0.04 0.01 0.03 -0.829
C -2.693 3.067 -1.676 0.00 0.03 0.14 1.334
C -3.125 3.297 -0.245 0.08 0.04 0.05 -1.625
N -2.060 3.082 0.735 0.05 -0.10 -0.07 0.991
C -1.739 1.978 1.419 0.04 0.09 -0.12 -0.149
N -0.638 2.181 2.125 -0.24 0.13 0.05 -0.293
C -0.324 3.467 1.820 -0.07 -0.01 -0.04 -0.653
N -1.151 4.047 0.978 0.02 0.13 0.05 -0.996
C -2.433 1.779 -2.122 0.01 -0.03 -0.07 0.204
H -2.567 -5.321 0.547 -0.03 0.04 -0.01 0.318
H -0.823 -5.529 0.598 -0.03 -0.03 -0.03 0.509
H 0.577 -3.263 1.238 0.00 -0.02 0.01 0.383
H -2.748 -1.466 2.974 0.02 0.00 0.02 0.539
H -1.175 -6.687 -1.557 0.00 0.00 0.00 0.439
H -0.951 -6.433 -3.996 0.00 0.00 0.00 0.394
H -1.126 -4.175 -5.024 0.00 0.01 0.00 0.526
H -1.796 -2.464 -1.165 0.01 0.02 0.04 0.544
H -1.593 2.450 -5.334 0.00 -0.01 0.00 0.518
H -2.043 4.759 -4.540 0.00 0.00 0.00 0.415
H -2.748 5.143 -2.203 0.00 0.00 0.00 0.400
H -3.946 2.634 0.024 0.01 -0.05 0.01 0.380
H -3.457 4.325 -0.108 -0.03 -0.01 -0.01 0.403
H -2.292 1.056 1.346 0.01 -0.03 0.01 0.416
H 0.533 3.981 2.220 0.01 0.02 0.01 0.489
H -2.491 0.935 -1.444 -0.01 0.00 0.01 0.511
C 1.518 -1.343 4.894 -0.01 -0.05 -0.01 -1.241
N 1.459 0.030 4.414 -0.04 0.08 -0.15 1.012
C 0.490 0.797 5.187 -0.03 -0.03 0.04 -1.199
C 2.767 0.675 4.442 0.06 0.02 0.06 -1.069
C 3.702 0.187 3.343 -0.02 -0.01 0.02 -1.040
N 3.173 0.450 2.014 0.08 0.08 -0.13 1.012
C 3.769 -0.414 1.001 0.01 -0.01 0.02 -1.005
C 3.329 1.847 1.620 0.03 0.00 0.01 -1.060
H 1.874 -1.394 5.935 -0.01 0.01 0.00 0.302
H 2.184 -1.938 4.270 -0.01 0.01 0.01 0.294
H 0.527 -1.787 4.830 0.00 -0.01 -0.01 0.302
H 0.782 0.885 6.245 0.00 -0.01 -0.01 0.331
H -0.481 0.305 5.136 0.00 0.00 0.00 0.266
H 0.383 1.794 4.761 0.01 -0.01 0.00 0.296
H 3.258 0.526 5.418 -0.02 0.00 -0.01 0.333
H 2.608 1.750 4.335 0.01 -0.01 -0.01 0.485
H 3.853 -0.890 3.438 -0.01 0.02 0.01 0.397
H 4.690 0.655 3.485 -0.01 0.00 -0.01 0.336
H 4.847 -0.225 0.883 -0.01 0.00 0.00 0.314
H 3.268 -0.246 0.047 0.01 0.00 -0.01 0.114
H 3.623 -1.459 1.277 -0.01 0.01 0.00 0.261
H 4.391 2.136 1.568 -0.01 0.00 0.00 0.304
H 2.826 2.504 2.330 0.01 0.00 0.00 0.199
H 2.874 1.997 0.640 0.00 0.01 0.01 0.157
S 0.082 -0.533 -0.329 -0.01 -0.16 -0.06 0.011
C 0.759 0.611 -1.480 -0.07 0.06 -0.07 0.158
C 0.671 1.996 -1.289 0.11 -0.12 -0.06 0.033
C 1.135 2.884 -2.243 0.05 0.04 -0.08 -0.578
C 1.694 2.413 -3.425 0.01 0.06 -0.01 -0.776
C 1.787 1.045 -3.632 0.03 0.01 -0.03 -0.631
C 1.333 0.154 -2.670 -0.05 -0.01 0.00 -0.666
H 0.214 2.373 -0.388 0.01 0.01 0.08 -0.029
H 1.042 3.950 -2.068 0.00 -0.01 0.00 0.415
H 2.048 3.106 -4.179 0.00 0.00 0.00 0.378
H 2.210 0.663 -4.553 0.00 0.00 0.00 0.371
H 1.402 -0.915 -2.842 0.00 0.02 0.01 0.541
```
Positions in Å, forces in eV/Å.

[2]
Here is C32H37Cl2N6O2PbS as an isolated structure in a non-equilibrium geometry from the Open Molecules 2025 dataset. Energies are from ωB97M-V/def2-TZVPD.

For the energy above the lowest of the compared OMol25 structures with the same formula, charge and spin, the calculation gives 13.00 kcal/mol. As for the total energy: -87934.966 eV. Its HOMO energy (alpha / beta) is -8.900 / -8.863 eV. As for the net charge: +1.

XYZ file:
```
81
Properties=species:S:1:pos:R:3:forces:R:3:mulliken_charge:R:1
Pb 1.271 0.712 -1.338 0.21 0.03 -0.06 0.976
C 1.145 -1.766 1.167 0.58 1.77 2.17 1.528
C 1.887 -2.329 0.021 0.92 0.36 -2.29 -1.754
C 0.945 -2.579 -1.184 -0.19 0.93 -0.41 -1.035
N 0.137 -1.362 -1.467 3.34 -0.04 2.13 0.631
C -0.978 -1.383 -2.000 -4.80 -3.39 -3.17 1.031
C -1.491 -2.701 -2.592 -0.65 1.65 -0.10 -0.684
C -2.702 -2.963 -3.299 2.90 0.67 1.88 -0.616
C -3.881 -2.292 -3.386 0.16 0.83 0.95 -0.746
C -4.042 -1.014 -2.863 -2.12 -0.14 0.33 -0.270
C -3.295 -0.028 -2.256 1.70 -0.24 -1.59 -0.818
C -1.776 -0.093 -2.175 -2.31 -0.86 1.30 0.695
N -1.040 0.900 -1.898 1.05 3.33 -0.28 -0.002
C -1.522 2.316 -1.968 -0.10 -1.95 -1.31 -1.310
C -2.133 2.841 -0.727 -0.19 0.57 0.63 -0.393
C -1.342 2.828 0.595 -1.35 0.41 0.07 -1.235
N -1.248 1.482 1.059 -1.38 -0.65 2.70 0.414
C -2.033 1.048 2.083 2.08 1.96 -2.63 0.319
C -2.984 1.818 2.787 -0.94 1.22 2.46 -0.806
C -3.538 1.667 4.102 -0.24 -2.03 -0.53 -0.808
C -3.221 0.591 5.032 0.77 1.36 -1.51 -0.469
C -2.226 -0.430 4.867 -1.42 -0.04 -0.90 -1.011
C -1.767 -0.943 3.666 0.03 1.71 1.28 0.010
C -1.804 -0.344 2.342 -0.19 -3.22 0.95 1.385
N -1.661 -1.106 1.331 -0.02 -1.34 -1.54 -0.283
C -1.284 -2.574 1.325 -0.18 0.78 -0.42 -0.894
C 0.169 -2.745 1.778 -0.27 -1.27 -0.51 -0.924
H 0.748 -0.744 0.992 -0.51 -0.78 -0.50 -0.931
H 1.754 -1.442 2.034 0.72 -0.60 -0.60 0.276
H 2.333 -3.281 0.233 0.10 -0.71 0.48 0.741
H 2.788 -1.763 -0.326 -0.81 0.19 0.38 0.164
H 0.260 -3.388 -0.918 0.26 -0.11 -0.16 0.729
H 1.505 -2.803 -2.120 -0.27 -0.15 0.65 0.152
H -0.756 -3.521 -2.498 -0.76 0.61 -0.54 0.339
H -2.752 -3.887 -3.745 0.27 -2.36 -0.77 0.451
H -4.755 -2.897 -3.630 0.17 0.58 -0.45 0.313
H -5.110 -0.806 -2.887 -0.01 0.63 0.03 0.290
H -3.920 0.914 -2.202 1.58 -0.85 0.50 0.265
H -2.184 2.418 -2.844 -0.47 -0.24 0.54 0.486
H -0.742 2.955 -2.309 1.30 0.26 0.24 0.432
H -3.090 2.406 -0.542 -0.76 -0.55 0.18 0.249
H -2.330 3.863 -0.960 -0.25 1.03 0.04 0.585
H -1.804 3.552 1.305 -0.02 -0.54 -0.39 0.494
H -0.374 3.229 0.456 1.40 0.12 -0.35 0.383
H -3.264 2.777 2.347 -0.08 -0.44 -0.19 0.333
H -4.428 2.300 4.372 1.38 -0.42 -0.26 0.343
H -3.736 0.574 5.993 0.08 0.23 -0.25 0.400
H -2.071 -1.042 5.740 0.11 -0.15 0.18 0.514
H -1.270 -1.885 3.741 0.20 -0.39 -0.10 0.290
H -1.418 -2.975 0.292 0.05 0.81 0.60 0.236
H -1.985 -3.171 1.907 -0.03 0.11 0.40 0.535
H 0.556 -3.786 1.595 -0.67 0.79 -0.22 0.439
H 0.242 -2.702 2.842 -0.11 0.32 0.85 0.332
Cl 4.553 1.183 -8.269 -0.07 0.43 -0.07 -0.215
C 3.680 0.880 -6.805 -0.48 -0.05 -0.28 0.080
C 3.397 -0.450 -6.532 0.23 -1.61 -0.04 -0.463
C 2.737 -0.800 -5.377 0.20 0.07 -1.27 0.218
Cl 2.424 -2.476 -5.080 -0.06 0.09 0.12 -0.216
C 2.354 0.171 -4.434 1.30 -0.46 1.23 0.091
O 1.937 -0.300 -3.308 -0.69 0.97 0.56 -0.480
C 2.701 1.541 -4.721 -1.95 -1.69 0.83 0.453
C 2.207 2.614 -3.930 -0.66 1.20 0.13 0.015
O 1.603 2.689 -2.846 0.39 -0.89 -0.46 -0.586
C 3.193 1.856 -5.972 1.42 -0.43 -1.02 -0.960
H 3.723 -1.272 -7.216 -0.27 0.99 0.60 0.369
H 2.326 3.564 -4.445 0.27 0.52 -0.12 0.386
H 3.284 2.861 -6.288 0.19 1.06 -0.06 0.455
C 1.013 0.991 4.971 1.11 -0.15 1.69 -1.096
N 1.476 1.068 3.650 1.63 -0.39 -0.60 0.212
C 2.704 1.451 3.226 -1.07 0.14 -1.50 0.480
S 2.737 2.178 1.648 0.48 -0.55 1.14 -0.378
N 3.775 1.226 3.973 0.63 0.19 -0.08 -0.231
C 3.991 0.401 5.160 1.02 -0.45 -1.09 -0.899
H 0.105 1.536 5.015 -1.01 0.47 0.46 0.253
H 1.758 1.468 5.634 -0.74 -0.06 -0.20 0.426
H 0.876 -0.027 5.339 -0.16 -0.11 0.00 0.297
H 0.825 1.151 2.923 -1.04 0.27 -0.94 -0.166
H 4.622 1.486 3.506 0.09 0.29 -0.13 0.276
H 3.593 -0.607 5.050 0.11 -0.12 -0.26 0.287
H 3.517 0.811 6.009 0.00 0.56 1.09 0.300
H 5.105 0.361 5.254 -1.12 -0.12 0.36 0.322
```
Positions in Å, forces in eV/Å.

[3]
Here is a 9-piece molecular cluster, C32H37ClFN2O25P overall in a non-equilibrium geometry from the Open Molecules 2025 dataset. Energies are from ωB97M-V/def2-TZVPD.

As for the total energy: -112480.000 eV. Its HOMO energy is -8.627 eV.

XYZ file:
```
99
Properties=species:S:1:pos:R:3:forces:R:3:mulliken_charge:R:1
O 4.658 3.057 1.085 -1.82 0.09 0.19 -0.450
P 3.258 4.029 1.222 0.37 0.72 1.28 0.145
Cl 2.764 4.684 -0.729 0.00 -0.92 0.45 -0.247
C 1.914 2.831 1.781 -1.07 -1.71 -0.57 0.148
C 2.064 1.371 1.503 -0.10 0.09 0.27 -0.243
N 1.185 0.390 1.847 0.28 3.83 0.52 -0.551
C 0.107 0.962 2.513 -1.61 -1.12 0.68 0.412
C -0.966 0.033 3.019 -1.54 1.26 0.88 0.508
F -0.868 -1.340 2.816 0.25 2.14 0.13 -0.363
C -2.145 0.489 3.722 1.86 0.92 -1.02 -0.715
C -2.356 1.957 3.957 2.91 -0.31 -1.52 -0.522
C -1.337 2.876 3.480 -0.61 -1.87 0.47 -0.501
C -0.094 2.405 2.773 -1.38 -0.11 0.87 0.296
N 0.825 3.370 2.400 1.25 -2.57 -0.83 -0.526
H 4.635 2.523 1.910 0.27 0.17 -0.67 0.322
H 3.006 1.044 0.982 -1.23 0.26 0.48 0.644
H -2.884 -0.270 4.090 0.91 0.96 -0.46 0.922
H -3.274 2.314 4.476 0.95 -0.37 -0.49 0.476
H -1.450 3.982 3.634 0.19 -1.35 -0.27 0.339
O -2.681 3.537 1.099 0.04 0.02 -0.54 -0.433
C -2.144 3.540 0.034 -0.18 0.04 0.37 0.441
O -0.878 3.099 -0.187 -0.47 0.19 0.05 0.027
C -0.685 3.049 -1.597 0.52 -0.32 -0.42 -0.205
C -1.696 4.036 -2.107 0.00 0.29 -0.60 -0.450
O -2.719 3.984 -1.115 0.23 -0.22 0.39 -0.351
H 0.337 3.322 -1.860 -0.02 -0.03 0.24 0.157
H -0.880 2.031 -1.945 -0.03 0.04 0.04 0.253
H -1.302 5.055 -2.153 -0.01 -0.04 0.05 0.272
H -2.089 3.765 -3.086 -0.17 0.02 0.15 0.329
O -4.280 -0.123 6.166 0.25 -0.13 0.10 -0.556
C -3.413 -0.733 6.721 -0.21 0.10 -0.12 0.670
O -3.272 -0.810 8.069 -0.10 0.08 -0.59 -0.356
C -2.277 -1.798 8.336 0.15 -0.30 0.58 -0.400
C -1.481 -1.818 7.065 0.27 -0.27 -0.49 -0.073
O -2.445 -1.433 6.080 -0.76 0.07 0.37 -0.262
H -1.676 -1.522 9.199 -0.16 0.14 -0.08 0.298
H -2.772 -2.752 8.538 -0.04 0.05 -0.06 0.251
H -0.677 -1.098 7.064 -0.35 0.00 -0.27 0.180
H -1.073 -2.804 6.843 -0.10 0.09 -0.17 0.345
O 6.216 3.688 -5.668 -0.11 -0.14 0.31 -0.542
C 5.930 3.302 -4.579 0.19 0.26 -0.44 0.570
O 6.256 3.942 -3.425 -0.10 -0.37 -0.43 -0.365
C 5.548 3.298 -2.368 -0.08 0.23 0.63 0.238
C 5.292 1.926 -2.924 -0.19 -0.55 0.38 -0.086
O 5.233 2.158 -4.328 0.18 0.37 -0.03 -0.319
H 6.145 3.274 -1.457 0.05 0.13 -0.13 0.321
H 4.625 3.848 -2.173 0.19 -0.12 -0.11 -0.126
H 6.109 1.229 -2.714 0.01 0.05 -0.02 0.211
H 4.358 1.495 -2.560 -0.01 0.02 -0.20 0.063
O 2.907 -0.759 -0.516 0.18 -0.06 -0.35 -0.522
C 3.098 -1.220 -1.600 -0.09 0.00 0.33 0.649
O 2.654 -0.661 -2.757 0.17 -0.15 0.50 -0.266
C 3.268 -1.370 -3.832 0.19 0.25 -0.75 -0.048
C 3.594 -2.697 -3.214 0.07 -0.66 -0.36 -0.210
O 3.783 -2.367 -1.837 -0.20 0.56 0.12 -0.383
H 2.589 -1.458 -4.674 -0.04 0.11 0.23 0.044
H 4.161 -0.824 -4.151 0.01 0.00 0.10 0.188
H 2.772 -3.410 -3.298 0.00 0.13 -0.01 0.184
H 4.494 -3.143 -3.635 0.04 0.05 0.24 0.360
O -6.840 -1.031 -0.899 0.16 0.16 0.23 -0.550
C -6.298 -0.445 -0.014 -0.21 -0.22 -0.32 0.606
O -5.023 -0.680 0.395 -0.54 0.08 -0.11 -0.349
C -4.671 0.362 1.302 0.63 0.18 0.20 0.401
C -6.004 0.829 1.810 -0.13 0.37 0.56 -0.352
O -6.876 0.545 0.718 0.26 -0.34 -0.28 -0.350
H -4.031 -0.015 2.097 -0.03 -0.14 -0.20 -0.007
H -4.134 1.142 0.755 -0.04 0.00 0.05 -0.113
H -6.339 0.268 2.686 0.02 -0.01 -0.06 0.280
H -6.011 1.893 2.048 -0.14 -0.05 -0.16 0.330
O 1.066 -2.973 -5.014 -0.14 -0.10 -0.40 -0.541
C 0.901 -2.938 -6.197 -0.21 -0.09 0.17 0.619
O -0.302 -2.758 -6.795 0.57 -0.12 0.33 -0.294
C -0.057 -2.550 -8.184 -0.41 0.27 -0.84 -0.223
C 1.275 -3.208 -8.392 0.23 -0.16 -0.58 -0.398
O 1.895 -3.076 -7.113 -0.31 0.09 0.49 -0.326
H -0.843 -2.998 -8.789 0.06 0.07 0.32 0.307
H -0.027 -1.474 -8.380 0.06 -0.02 0.10 0.259
H 1.184 -4.270 -8.633 -0.02 0.04 0.08 0.293
H 1.867 -2.720 -9.166 0.12 0.00 0.21 0.311
O 0.579 -1.243 8.472 1.22 0.31 0.65 -0.531
C 1.529 -0.536 8.312 -0.15 -0.21 0.19 0.554
O 2.364 -0.136 9.303 -0.36 -0.12 -0.41 -0.329
C 3.483 0.494 8.685 0.61 0.18 0.27 -0.327
C 2.928 0.932 7.359 0.28 0.52 -0.42 -0.311
O 1.908 -0.030 7.111 -0.15 -0.26 0.45 -0.254
H 3.840 1.329 9.286 -0.16 -0.12 0.11 0.293
H 4.288 -0.239 8.581 -0.07 0.00 -0.01 0.266
H 2.474 1.925 7.403 -0.02 -0.06 0.02 0.272
H 3.676 0.920 6.568 -0.19 -0.14 -0.06 0.281
O -2.737 -3.760 -8.485 -0.32 -0.19 0.26 -0.593
C -3.201 -4.082 -7.433 0.09 0.10 -0.20 0.720
O -2.662 -5.021 -6.614 -0.25 0.31 -0.39 -0.300
C -3.363 -4.953 -5.374 0.17 -0.25 0.65 -0.278
C -4.679 -4.345 -5.768 -0.59 -0.01 0.41 -0.323
O -4.334 -3.555 -6.903 0.50 -0.19 -0.22 -0.327
H -3.474 -5.944 -4.936 0.14 0.00 -0.18 0.300
H -2.799 -4.321 -4.684 -0.01 0.01 -0.08 0.244
H -5.414 -5.096 -6.070 0.06 0.03 -0.03 0.252
H -5.107 -3.728 -4.980 0.03 0.12 -0.19 0.296
```
Positions in Å, forces in eV/Å.

What is the formula in the third record? C32H37ClFN2O25P